{
  "formula": "C47H97F5N6O14S4",
  "method": "wB97M-V/def2-TZVPD",
  "smiles": "COC[C@]1(C(=O)[O-])[C@@H](C[C@H](O)CN)O[C@@H](S(=O)(=O)C(F)(F)C(F)(F)F)C[N@@+]1(CCCCS(=O)(=O)O)SCC(=O)OC[C@@H](C)OC(=O)CS.CCN(CC)CC.CCN(CC)CC.CCN(CC)CC.CCN(CC)CC",
  "e_homo_ev": -7.55,
  "e_lumo_ev": -1.661,
  "total_charge": 0,
  "orbital_gap_ha": 0.2163,
  "species": ["C", "O", "C", "C", "C", "O", "O", "C", "C", "C", "O", "C", "N", "O", "C", "S", "O", "O", "C", "F", "F", "C", "F", "F", "F", "C", "N", "C", "C", "C", "C", "S", "O", "O", "O", "S", "C", "C", "O", "O", "C", "C", "C", "O", "C", "O", "C", "S", "H", "H", "H", "H", "H", "H", "H", "H", "H", "H", "H", "H", "H", "H", "H", "H", "H", "H", "H", "H", "H", "H", "H", "H", "H", "H", "H", "H", "H", "H", "H", "H", "H", "H", "H", "H", "H", "C", "C", "N", "C", "C", "C", "C", "H", "H", "H", "H", "H", "H", "H", "H", "H", "H", "H", "H", "H", "H", "H", "C", "C", "N", "C", "C", "C", "C", "H", "H", "H", "H", "H", "H", "H", "H", "H", "H", "H", "H", "H", "H", "H", "C", "C", "N", "C", "C", "C", "C", "H", "H", "H", "H", "H", "H", "H", "H", "H", "H", "H", "H", "H", "H", "H", "C", "C", "N", "C", "C", "C", "C", "H", "H", "H", "H", "H", "H", "H", "H", "H", "H", "H", "H", "H", "H", "H"],
  "xyz": [[0.962, 3.509, 0.192], [0.794, 2.558, 1.311], [-0.121, 1.504, 0.854], [-0.233, 0.198, 1.899], [1.240, 0.159, 2.608], [2.284, -0.705, 1.960], [1.682, 0.872, 3.645], [-0.486, -1.079, 0.844], [-0.327, -2.560, 1.514], [-0.356, -3.775, 0.365], [-0.093, -3.300, -0.999], [-1.747, -4.690, 0.469], [-2.223, -5.188, -0.899], [-1.682, -0.914, 0.008], [-2.839, -0.383, 0.728], [-4.336, -1.374, 0.125], [-5.271, -0.448, -0.736], [-3.836, -2.483, -0.882], [-5.323, -2.189, 1.488], [-4.556, -3.199, 2.291], [-6.404, -2.990, 0.800], [-6.115, -1.152, 2.491], [-6.132, 0.258, 2.039], [-7.551, -1.575, 2.624], [-5.512, -1.349, 3.850], [-2.703, -0.291, 2.352], [-1.416, 0.326, 2.882], [-1.561, 1.704, 3.486], [-2.619, 2.719, 2.766], [-3.974, 3.022, 3.660], [-3.721, 4.045, 4.923], [-5.371, 4.159, 5.858], [-5.580, 2.945, 6.827], [-5.589, 5.535, 6.532], [-6.628, 4.005, 4.666], [-1.082, -0.693, 4.318], [-2.585, -0.864, 5.404], [-2.028, -1.364, 6.900], [-1.065, -0.616, 7.489], [-2.481, -2.587, 7.584], [-1.997, -3.765, 6.819], [-1.521, -5.025, 7.772], [0.036, -4.831, 8.344], [-2.367, -5.218, 8.968], [-3.638, -5.883, 8.640], [-3.799, -6.912, 7.799], [-5.019, -5.352, 9.418], [-4.789, -3.530, 9.805], [1.139, 4.585, 0.654], [1.930, 3.226, -0.408], [0.054, 3.502, -0.553], [0.341, 1.146, -0.190], [-1.201, 1.906, 0.539], [0.439, -0.997, 0.090], [0.681, -2.739, 2.103], [-1.185, -2.862, 2.271], [0.522, -4.541, 0.625], [0.848, -2.915, -1.084], [-2.576, -3.963, 0.861], [-1.596, -5.651, 1.158], [-3.281, -5.114, -0.847], [-2.035, -6.229, -0.897], [-3.017, 0.723, 0.314], [-2.753, -1.432, 2.708], [-3.688, 0.179, 2.838], [-1.887, 1.692, 4.637], [-0.514, 2.278, 3.521], [-2.077, 3.774, 2.635], [-2.978, 2.406, 1.698], [-4.492, 1.999, 3.977], [-4.738, 3.548, 2.910], [-2.896, 3.688, 5.683], [-3.365, 5.099, 4.501], [-7.109, 3.129, 4.796], [-3.272, -1.748, 5.026], [-3.235, 0.101, 5.538], [-2.886, -4.154, 6.135], [-1.089, -3.504, 6.106], [-1.470, -5.988, 7.070], [0.002, -4.153, 9.318], [0.439, -5.900, 8.605], [0.751, -4.374, 7.534], [-5.928, -5.569, 8.715], [-5.080, -5.970, 10.415], [-6.047, -2.966, 10.076], [4.371, 4.710, -3.921], [2.901, 4.797, -4.320], [2.117, 5.714, -3.489], [0.670, 5.576, -3.677], [0.100, 5.926, -5.048], [2.606, 7.091, -3.401], [2.762, 7.873, -4.701], [4.478, 4.453, -2.862], [4.869, 3.929, -4.507], [4.903, 5.647, -4.109], [2.485, 3.787, -4.220], [2.836, 5.058, -5.383], [0.145, 6.168, -2.916], [0.397, 4.536, -3.455], [0.075, 7.004, -5.212], [-0.934, 5.571, -5.117], [0.658, 5.458, -5.864], [3.579, 7.078, -2.895], [1.962, 7.666, -2.721], [3.254, 7.290, -5.486], [3.381, 8.760, -4.523], [1.802, 8.227, -5.079], [-3.035, 2.116, -7.013], [-3.783, 1.228, -6.023], [-4.059, 1.878, -4.739], [-4.504, 0.945, -3.699], [-5.836, 0.233, -3.914], [-4.790, 3.145, -4.795], [-6.158, 3.145, -5.469], [-2.110, 2.504, -6.575], [-2.766, 1.535, -7.902], [-3.645, 2.959, -7.348], [-3.151, 0.349, -5.845], [-4.701, 0.862, -6.496], [-4.536, 1.464, -2.732], [-3.729, 0.178, -3.577], [-6.683, 0.903, -3.756], [-5.937, -0.582, -3.190], [-5.918, -0.208, -4.912], [-4.161, 3.882, -5.309], [-4.898, 3.551, -3.780], [-6.159, 2.604, -6.419], [-6.460, 4.176, -5.684], [-6.927, 2.718, -4.822], [7.502, 3.061, -0.580], [6.606, 2.030, 0.100], [5.914, 1.140, -0.837], [4.843, 0.359, -0.211], [5.241, -0.656, 0.856], [6.758, 0.402, -1.777], [7.841, -0.504, -1.197], [6.943, 3.644, -1.319], [7.898, 3.758, 0.166], [8.359, 2.595, -1.077], [5.858, 2.590, 0.674], [7.201, 1.466, 0.828], [4.266, -0.157, -0.989], [4.131, 1.061, 0.242], [5.708, -1.540, 0.419], [4.347, -1.000, 1.387], [5.918, -0.233, 1.603], [7.244, 1.124, -2.443], [6.125, -0.194, -2.447], [8.408, -0.021, -0.396], [8.556, -0.768, -1.984], [7.426, -1.439, -0.818], [3.727, -3.420, -2.196], [5.090, -3.680, -2.832], [5.324, -5.087, -3.170], [6.722, -5.379, -3.500], [7.307, -4.718, -4.743], [4.332, -5.720, -4.040], [4.079, -5.087, -5.405], [3.572, -4.056, -1.318], [3.663, -2.377, -1.869], [2.907, -3.591, -2.900], [5.845, -3.362, -2.103], [5.205, -3.029, -3.706], [6.857, -6.466, -3.582], [7.341, -5.088, -2.641], [6.935, -5.179, -5.659], [8.396, -4.840, -4.746], [7.102, -3.644, -4.782], [3.377, -5.757, -3.503], [4.594, -6.776, -4.187], [3.973, -4.000, -5.351], [3.146, -5.481, -5.823], [4.871, -5.327, -6.116]]
}